This record from the OMol25 dataset describes a cluster of 2 separate species, C5H11O2S in total at a distorted geometry. The level of theory is ωB97M-V/def2-TZVPD.

Computed properties:
HOMO: -4.25 eV
multiplicity: 1
net charge: -1

CARTESIAN COORDINATES (ANGSTROEM)
C  -1.35  0.14  -0.93
C  -0.91  1.58  -0.82
C  -1.36  -0.15  1.80
S  -2.46  -0.43  0.39
H  -1.90  -0.03  -1.86
H  -0.52  -0.57  -1.01
H  -0.17  1.69  -0.04
H  -1.75  2.26  -0.72
H  -1.52  0.87  2.15
H  -1.60  -0.82  2.63
H  -0.31  -0.29  1.56
H  -0.40  1.85  -1.76
C  2.04  -1.31  -0.68
C  1.99  -0.26  0.44
O  2.14  0.95  0.15
O  1.80  -0.75  1.59
H  2.01  -0.87  -1.68
H  1.26  -2.06  -0.61
H  3.02  -1.78  -0.59

Results of the natural (NBO) charge analysis, in e, for atoms 1 through 6:
1 C -0.52
2 C -0.63
3 C -0.76
4 S 0.12
5 H 0.20
6 H 0.22

This record from the OMol25 dataset describes a cluster of 2 separate species, C5H11O2S in total at a distorted geometry. The level of theory is ωB97M-V/def2-TZVPD.

Computed properties:
HOMO: -4.00 eV
multiplicity: 1
net charge: -1

CARTESIAN COORDINATES (ANGSTROEM)
C  1.11  -1.84  -0.23
C  -0.36  -1.52  -0.53
C  1.80  -0.41  2.08
S  1.26  -2.03  1.59
H  1.41  -2.74  -0.76
H  1.69  -0.99  -0.53
H  -0.52  -0.44  -0.66
H  -1.13  -1.62  0.24
H  1.44  0.37  1.38
H  1.25  -0.15  2.99
H  2.81  -0.28  2.43
H  -0.69  -2.13  -1.38
C  -2.03  1.68  -1.21
C  -0.64  2.22  -0.56
O  -0.54  2.34  0.68
O  0.10  2.65  -1.46
H  -2.64  2.58  -1.10
H  -2.47  0.82  -0.70
H  -1.84  1.47  -2.26

Results of the natural (NBO) charge analysis, in e, for atoms 1 through 6:
1 C -0.52
2 C -0.65
3 C -0.78
4 S 0.15
5 H 0.21
6 H 0.23

This record from the OMol25 dataset describes a cluster of 2 separate species, C5H11O3 in total at a distorted geometry. The level of theory is ωB97M-V/def2-TZVPD.

Computed properties:
HOMO: -4.39 eV
multiplicity: 1
net charge: -1

CARTESIAN COORDINATES (ANGSTROEM)
C  1.97  -1.24  0.49
C  1.46  -2.65  0.07
C  1.44  -0.20  -0.53
O  2.24  0.12  -1.43
O  0.21  0.06  -0.46
H  1.70  -1.12  1.52
H  3.07  -1.30  0.43
H  1.23  -3.23  0.97
H  2.17  -3.15  -0.57
H  0.51  -2.60  -0.46
C  -2.71  1.26  0.27
C  -1.68  2.39  0.19
O  -2.20  0.04  0.81
H  -3.53  1.50  0.94
H  -3.14  1.06  -0.73
H  -1.32  2.49  -0.83
H  -1.44  -0.20  0.25
H  -0.79  2.02  0.70
H  -2.05  3.25  0.74

Results of the natural (NBO) charge analysis, in e, for atoms 1 through 6:
1 C -0.51
2 C -0.60
3 C 0.77
4 O -0.76
5 O -0.84
6 H 0.19

This record from the OMol25 dataset describes a cluster of 2 separate species, C5H11O3 in total at a distorted geometry. The level of theory is ωB97M-V/def2-TZVPD.

Computed properties:
HOMO: -3.80 eV
multiplicity: 1
net charge: -1

CARTESIAN COORDINATES (ANGSTROEM)
C  -1.20  -0.58  1.72
C  -0.80  0.79  1.36
C  -2.17  -1.26  0.76
O  -0.01  -1.38  1.85
H  -1.66  -0.58  2.84
H  -1.40  1.63  1.74
H  -1.90  -0.80  -0.28
H  -2.00  -2.29  0.79
H  -3.29  -1.30  0.99
H  0.50  -1.31  0.93
H  -0.69  0.93  0.32
H  0.23  0.86  1.73
C  1.84  0.98  -2.63
C  2.19  0.34  -1.39
O  1.41  -0.35  -0.72
O  3.33  0.70  -0.95
H  2.17  0.41  -3.54
H  2.59  1.86  -2.78
H  0.84  1.35  -2.75

Results of the natural (NBO) charge analysis, in e, for atoms 1 through 6:
1 C 0.11
2 C -0.66
3 C -0.65
4 O -0.77
5 H 0.14
6 H 0.19

This record from the OMol25 dataset describes a structure of composition C5H11O3 at a distorted geometry. The level of theory is ωB97M-V/def2-TZVPD.

Computed properties:
HOMO: -2.66 eV
multiplicity: 1
net charge: -1

CARTESIAN COORDINATES (ANGSTROEM)
O  1.84  -1.55  0.10
C  1.43  -0.75  1.04
C  0.41  0.24  0.98
C  -0.20  0.66  -0.30
C  -1.47  -0.15  -0.65
C  -2.69  0.18  0.25
O  -3.83  -0.31  -0.23
H  1.71  -1.09  2.05
H  1.83  0.38  0.79
H  0.32  0.89  1.84
H  0.52  0.53  -1.11
H  -0.49  1.72  -0.32
H  -1.81  0.04  -1.67
H  -1.26  -1.21  -0.56
H  -2.44  -0.21  1.28
H  -2.67  1.30  0.38
H  2.44  -0.69  -0.71
H  3.49  -0.17  -1.90
O  2.87  0.19  -1.25

Results of the Löwdin charge analysis, in e, for atoms 1 through 6:
1 O -0.11
2 C -0.37
3 C 0.01
4 C -0.20
5 C -0.20
6 C -0.59

This record from the OMol25 dataset describes a cluster of 2 separate species, C5H11O4 in total at a distorted geometry. The level of theory is ωB97M-V/def2-TZVPD.

Computed properties:
HOMO (spin up / spin down): -9.67 / -9.97 eV
multiplicity: 2

CARTESIAN COORDINATES (ANGSTROEM)
C  -0.06  1.48  -0.62
C  -0.05  0.23  0.28
C  -0.56  0.54  1.67
C  -1.03  -0.91  -0.46
O  -0.66  -1.06  -1.71
O  -2.09  -3.27  -2.46
O  -1.42  -2.86  -3.40
O  1.13  -0.52  0.30
C  2.28  0.22  0.67
H  -1.11  1.80  -0.71
H  0.54  2.31  -0.21
H  0.30  1.20  -1.61
H  -1.60  0.91  1.62
H  -0.55  -0.36  2.30
H  0.04  1.32  2.16
H  -0.94  -1.80  0.21
H  -2.00  -0.38  -0.33
H  3.10  -0.51  0.57
H  2.45  1.07  0.01
H  2.21  0.57  1.71

Results of the natural (NBO) charge analysis, in e, for atoms 1 through 6:
1 C -0.67
2 C 0.35
3 C -0.67
4 C -0.10
5 O -0.33
6 O -0.02

Asked for relative energy (zero: lowest compared OMol25 entry of this formula, charge and spin) across the records above, the calculation gives 10.6 93.4 80.3 175.6 521.1 335.0 kJ/mol in order.